The following is a quantum chemistry calculation of C5H9N in the gas phase, from the Open Molecules 2025 dataset.

Geometry as XYZ:
```
15
Properties=species:S:1:pos:R:3:mulliken_charge:R:1
C 0.342 -1.532 1.721 -0.87
C -0.233 -1.196 0.559 0.38
N -0.752 -2.108 -0.363 -0.61
C -0.436 0.223 0.130 -0.57
C 0.363 0.961 -0.643 0.15
C 0.168 2.422 -0.865 -1.12
H 0.130 -2.484 2.208 0.29
H 0.965 -0.886 2.324 0.29
H -0.621 -1.771 -1.306 0.31
H -0.230 -2.978 -0.332 0.27
H -1.531 0.321 -0.003 0.25
H 1.370 0.579 -0.802 0.32
H 0.528 2.694 -1.861 0.32
H 0.769 2.958 -0.122 0.27
H -0.832 2.798 -0.645 0.33
```

Values from the calculation:
Relative energy (zero: lowest compared OMol25 entry of this formula, charge and spin) in eV: 1.8364
LUMO energy in eV: 1.057
SMILES: C=C(N)/C=C/C
E_HOMO in eV: -8.24
E_tot in eV: -6819.15856
Total charge: 0